Computed, not measured: a structure of composition C27H28BrLuNO3P2, with ωB97M-V/def2-TZVPD.

```
63
Properties=species:S:1:pos:R:3:nbo_charge:R:1
Lu 0.15 -0.05 0.15 1.703
Br 3.48 -2.98 -0.10 0.070
P 0.65 -0.84 -2.53 0.772
P 0.30 2.65 -0.13 0.821
O 2.33 0.03 0.41 -0.810
O 1.16 -1.13 1.91 -0.722
O -2.28 1.11 2.44 -0.476
N -2.02 1.22 -2.00 -0.513
C 5.34 -2.72 2.10 -0.232
C -3.92 -0.27 -2.33 -0.033
C -4.12 1.67 -0.85 -0.132
C 3.59 -1.08 2.14 -0.201
C -3.76 -2.03 -4.00 -0.216
C -1.61 0.76 1.53 0.295
C -2.27 3.31 -0.79 -0.059
C 0.20 3.47 1.51 -0.930
C -4.48 -1.36 -3.03 -0.171
C -0.83 3.65 -1.11 -0.741
C 2.31 -0.66 1.54 0.811
C -4.88 2.55 -0.05 -0.158
C -2.60 0.19 -2.70 0.172
C 1.91 3.18 -0.80 -0.944
C -1.85 -0.56 -3.67 -0.041
C 5.89 -2.06 3.20 -0.175
C -3.04 4.10 0.05 -0.175
C 4.24 -0.31 3.13 -0.158
C -0.40 -0.20 -3.92 -0.701
C 5.33 -0.88 3.76 -0.196
C -2.44 -1.66 -4.27 -0.176
C 4.20 -2.19 1.51 -0.024
C -2.79 2.08 -1.27 0.262
C -4.35 3.74 0.41 -0.208
C -4.57 0.42 -1.30 -0.075
C 0.47 -2.66 -2.60 -0.940
C 2.35 -0.41 -3.03 -0.942
H 1.91 3.02 -1.89 0.243
H -0.65 3.44 -2.18 0.265
H -0.28 0.90 -3.93 0.264
H -1.87 -2.19 -5.03 0.220
H 0.84 2.89 2.20 0.248
H -5.51 -1.63 -2.85 0.223
H -0.03 -0.68 -4.84 0.243
H -2.65 5.05 0.38 0.221
H -4.19 -2.85 -4.57 0.233
H -5.57 0.10 -1.02 0.223
H 1.13 -3.09 -1.83 0.251
H -1.88 -0.13 0.24 -0.310
H 2.59 -0.89 -4.01 0.245
H 5.80 -0.36 4.59 0.235
H 2.44 0.69 -3.08 0.249
H -5.92 2.29 0.17 0.227
H 0.56 4.51 1.41 0.239
H -4.94 4.41 1.04 0.235
H 5.81 -3.58 1.63 0.242
H -0.67 4.71 -0.87 0.246
H 2.71 2.58 -0.34 0.264
H -0.85 3.46 1.85 0.263
H 0.77 -3.03 -3.61 0.244
H 6.76 -2.46 3.66 0.230
H 3.75 0.64 3.43 0.229
H 3.02 -0.78 -2.25 0.269
H -0.57 -2.93 -2.37 0.262
H 2.06 4.24 -0.57 0.242
```

Computed properties:
- maximum force (hartree/bohr) = 0.06890
- energy above the lowest of the compared OMol25 structures with the same formula, charge and spin (kJ/mol) = 50.3
- HOMO-LUMO gap (eV) = 6.971
- net charge = +1
- LUMO energy (eV) = -3.52
- M (g mol⁻¹) = 731.34